C31H31N2NdS | ωB97M-V/def2-TZVPD

XYZ file:
```
66
C31H31N2NdS ωB97M-V/def2-TZVPD
Nd 9.0525 9.0244 8.6321
C 7.0433 8.3983 10.3463
C 7.1305 9.8081 10.3984
C 8.4151 10.1781 10.8945
C 9.1139 8.9845 11.2138
C 8.2881 7.8729 10.8441
C 8.7649 6.4567 10.8966
C 10.6258 8.8690 11.4782
C 8.8152 11.6269 11.2065
C 6.0428 10.7683 10.1110
C 5.8432 7.5178 10.0387
H 9.0342 5.9797 9.9895
H 7.9891 5.7265 11.2910
H 9.6296 6.3937 11.6360
H 11.1428 8.5996 10.5327
H 10.8529 8.0402 12.2099
H 10.9492 9.7462 11.9536
H 9.8853 11.7427 11.3398
H 8.3018 11.9241 12.1555
H 8.5348 12.3661 10.3935
H 5.2171 10.4765 9.4785
H 6.3080 11.7151 9.5527
H 5.5942 10.9512 11.0824
H 6.0204 6.4871 9.6341
H 5.1459 7.9441 9.3171
H 5.3346 7.4024 10.9947
S 6.0650 10.9016 5.1503
C 6.5727 12.2734 5.9881
C 7.3973 11.9520 7.0333
C 7.5644 10.5395 7.2551
C 6.7961 9.8723 6.2944
C 6.6852 8.3875 6.2576
C 5.8285 7.7480 5.3833
C 6.0501 6.4035 5.0980
C 6.9369 5.6846 5.8425
C 7.5873 6.3956 6.8472
N 7.4983 7.6939 7.0895
H 6.6470 13.2115 5.5323
H 8.0221 12.6662 7.5520
H 5.1221 8.3406 4.8658
H 5.3359 5.9214 4.4424
H 7.1211 4.6512 5.6883
H 8.0193 5.7213 7.6263
C 10.9010 6.0815 5.0087
C 10.0391 7.1562 4.9599
C 10.2419 8.2181 5.8103
C 11.2508 8.2007 6.7793
C 12.0757 7.0930 6.8997
C 11.9137 6.0400 5.9809
N 11.2788 9.2149 7.7556
C 11.2549 10.5400 7.4804
C 11.3414 11.1607 6.2188
C 11.1929 12.5235 6.1161
C 10.8592 13.3761 7.2322
C 10.7819 12.8090 8.4787
C 10.9247 11.4010 8.6250
H 10.7255 5.2727 4.2789
H 9.2711 7.2435 4.2480
H 9.5542 9.0695 5.8244
H 12.7785 7.0407 7.6942
H 12.5910 5.1626 5.9632
H 11.6501 10.6473 5.3333
H 11.4090 12.9846 5.1364
H 10.8492 14.4585 7.1073
H 10.7356 13.3653 9.4365
H 10.9555 11.0052 9.6259
```

Summary:
* relative energy (zero: lowest compared OMol25 entry of this formula, charge and spin): 0.0 kcal/mol
* energy: -61742.193 eV
* highest occupied orbital energy (alpha / beta): -7.05 / -7.10 eV
* 2S+1: 4
* frontier orbital gap (alpha / beta): 0.2634 / 0.2651 hartree